{"formula": "C30H38AsN4O5Tb", "method": "ωB97M-V/def2-TZVPD", "s2": 12.705, "e_tot_ha": -4820.94950, "de_lowest_ev": 3.744, "charge": 2, "spin_multiplicity": 7, "e_homo_ev": [-11.598, -11.598], "lumo_ev": [-6.72, -6.50], "elements": ["Tb", "O", "C", "C", "N", "C", "C", "O", "O", "C", "C", "O", "O", "H", "H", "H", "H", "H", "H", "H", "H", "H", "N", "C", "C", "C", "N", "C", "C", "N", "C", "H", "H", "H", "H", "H", "H", "H", "H", "H", "H", "H", "H", "H", "H", "H", "H", "C", "C", "C", "C", "C", "C", "As", "C", "C", "C", "C", "C", "C", "C", "C", "C", "C", "C", "C", "H", "H", "H", "H", "H", "H", "H", "H", "H", "H", "H", "H", "H"], "xyz": [[-9.382, -19.825, -1.932], [-7.329, -19.744, -3.001], [-6.211, -19.451, -2.048], [-6.510, -20.330, -0.807], [-7.687, -19.798, -0.101], [-8.167, -20.781, 0.917], [-9.331, -21.772, 0.523], [-9.619, -21.687, -0.770], [-9.829, -22.503, 1.323], [-7.605, -18.343, 0.367], [-8.205, -17.294, -0.549], [-8.017, -16.113, -0.337], [-9.032, -17.670, -1.521], [-7.161, -19.266, -3.838], [-6.118, -18.362, -1.950], [-5.291, -19.899, -2.511], [-5.565, -20.279, -0.179], [-6.740, -21.353, -1.092], [-8.539, -20.328, 1.877], [-7.265, -21.332, 1.166], [-6.545, -18.140, 0.586], [-8.120, -18.372, 1.350], [-11.885, -18.349, -3.755], [-12.937, -19.322, -4.292], [-13.872, -19.738, -3.180], [-13.318, -20.900, -2.326], [-12.232, -20.360, -1.437], [-12.665, -22.078, -3.067], [-11.706, -21.665, -4.160], [-10.277, -21.350, -3.755], [-12.265, -20.481, -4.969], [-12.306, -17.508, -3.376], [-11.269, -18.110, -4.544], [-11.363, -18.849, -3.036], [-13.486, -18.745, -5.072], [-14.774, -20.127, -3.705], [-14.246, -18.883, -2.546], [-14.195, -21.290, -1.748], [-11.668, -21.161, -1.072], [-12.624, -19.896, -0.611], [-13.501, -22.609, -3.617], [-12.233, -22.829, -2.301], [-11.664, -22.502, -4.934], [-9.772, -21.373, -4.619], [-9.913, -22.207, -3.288], [-13.047, -20.861, -5.643], [-11.485, -20.118, -5.721], [-6.600, -8.798, -0.005], [-6.360, -9.976, 0.808], [-6.833, -11.199, 0.420], [-7.856, -11.264, -0.533], [-8.150, -10.150, -1.313], [-7.341, -9.000, -1.132], [-8.626, -13.038, -0.809], [-7.347, -13.640, -2.166], [-6.244, -14.423, -1.901], [-5.600, -15.047, -2.932], [-5.974, -14.902, -4.250], [-6.939, -13.900, -4.541], [-7.688, -13.329, -3.533], [-9.023, -12.730, -3.653], [-9.730, -12.452, -4.865], [-11.026, -12.003, -4.871], [-11.583, -11.672, -3.652], [-11.017, -12.038, -2.436], [-9.648, -12.466, -2.387], [-6.067, -7.856, 0.166], [-5.681, -9.937, 1.642], [-6.492, -12.127, 0.928], [-8.948, -10.117, -2.040], [-7.426, -8.264, -1.966], [-6.189, -14.797, -0.865], [-4.901, -15.873, -2.725], [-5.491, -15.482, -5.049], [-7.133, -13.741, -5.590], [-9.242, -12.708, -5.806], [-11.531, -11.777, -5.812], [-12.615, -11.250, -3.555], [-11.543, -11.852, -1.482]], "mulliken_spin": [5.916, 0.003, 0.002, -0.005, -0.005, -0.002, 0.001, 0.003, -0.001, -0.007, 0.028, -0.006, 0.040, -0.002, 0.003, -0.001, 0.000, 0.002, -0.001, 0.000, -0.001, -0.001, -0.001, -0.005, 0.001, -0.004, -0.001, 0.001, -0.004, 0.019, 0.004, 0.000, 0.000, 0.026, 0.000, 0.000, 0.000, -0.001, 0.008, -0.002, 0.000, 0.000, -0.002, -0.003, 0.000, 0.000, -0.001, 0.000, 0.000, 0.000, 0.000, 0.000, 0.000, 0.000, 0.000, 0.000, 0.000, 0.000, 0.000, 0.000, 0.000, 0.000, 0.000, 0.000, 0.000, 0.000, 0.000, 0.000, 0.000, 0.000, 0.000, 0.000, 0.000, 0.000, 0.000, 0.000, 0.000, 0.000, 0.000]}